1.
{"formula": "C3H4N2O", "method": "ωB97M-V with the def2-TZVPD basis set", "elements": ["O", "C", "C", "N", "N", "C", "H", "H", "H", "H"], "xyz": [[2.001, -0.211, 0.197], [0.653, -0.001, 0.040], [-0.420, -0.887, 0.458], [-1.643, -0.539, 0.305], [-0.777, 1.915, -0.792], [0.037, 1.062, -0.479], [2.346, -0.722, -0.544], [-0.071, -1.847, 0.846], [-2.289, -1.249, 0.626], [0.163, 2.478, -0.658]], "lowdin_charge": [0.022, -0.340, -0.205, 0.061, 0.192, -0.152, 0.104, 0.123, 0.044, 0.151], "e_homo_ha": -0.300, "e_above_lowest_ev": 4.741, "orbital_gap_ev": 8.35, "total_charge": 0}


2.
{"formula": "C3H4N2O", "method": "ωB97M-V with the def2-TZVPD basis set", "elements": ["O", "C", "C", "N", "C", "N", "H", "H", "H", "H"], "xyz": [[-0.255, -0.792, -2.259], [-0.007, -0.589, -1.098], [-0.863, 0.335, -0.226], [0.056, 0.586, 0.868], [1.100, -0.273, 0.708], [1.144, -0.970, -0.382], [-1.058, 1.150, -0.925], [-1.815, -0.090, 0.111], [-0.187, 0.981, 1.763], [1.874, -0.331, 1.472]], "lowdin_charge": [0.078, -0.476, -0.090, 0.021, -0.184, 0.125, 0.128, 0.132, 0.135, 0.131], "e_homo_ha": -0.357, "smiles": "O=C1CNC=N1", "e_above_lowest_ev": 0.607, "orbital_gap_ev": 10.33, "total_charge": 0}


3.
{"formula": "C3H4N2O", "method": "ωB97M-V with the def2-TZVPD basis set", "elements": ["O", "C", "C", "N", "N", "C", "H", "H", "H", "H"], "xyz": [[-0.897, -0.116, 1.184], [-0.158, 1.103, 0.320], [0.646, -0.097, 0.573], [0.769, -0.840, -0.556], [-0.040, -0.325, -1.570], [-0.569, 0.742, -1.081], [-0.880, 0.289, 2.065], [1.318, -0.285, 1.404], [1.013, -1.817, -0.617], [-1.202, 1.346, -1.722]], "lowdin_charge": [-0.045, -0.084, -0.247, -0.005, 0.065, -0.164, 0.104, 0.141, 0.139, 0.096], "e_homo_ha": -0.308, "e_above_lowest_ev": 5.340, "orbital_gap_ev": 8.76, "total_charge": 0}


4.
{"formula": "C3H4N2O", "method": "ωB97M-V with the def2-TZVPD basis set", "elements": ["H", "N", "C", "N", "O", "H", "C", "C", "H", "H"], "xyz": [[1.567, -0.184, -2.266], [0.975, 0.216, -1.542], [-0.047, -0.476, -1.356], [-1.229, -0.569, -0.647], [-0.710, -1.571, -1.702], [-1.031, -1.020, 0.253], [0.583, 1.015, 1.424], [-0.165, 0.600, 2.271], [1.218, 1.346, 0.627], [-0.825, 0.256, 3.037]], "lowdin_charge": [0.071, 0.163, -0.583, 0.181, 0.069, 0.091, -0.014, -0.009, 0.011, 0.020], "e_homo_ha": -0.397, "smiles": "[H]/N=C1/NO1.C#C", "e_above_lowest_ev": 5.602, "orbital_gap_ev": 11.65, "total_charge": 0}


| no. | calculated total energy (a.u.) | LUMO (eV) |
| --- | --- | --- |
| 1 | -301.31301 | 0.191 |
| 2 | -301.46493 | 0.624 |
| 3 | -301.29098 | 0.378 |
| 4 | -301.28136 | 0.861 |